{"formula": "C3H6S2", "method": "ωB97M-V/def2-TZVPD", "de_lowest_kcal_mol": 39.52, "homo_lumo_gap_ev": 7.857, "energy_ha": -914.2127, "multiplicity": 1, "smiles": "S=CCCS", "elements": ["C", "C", "C", "H", "H", "H", "H", "H", "H", "S", "S"], "positions_angstrom": [[1.098, 0.120, 0.020], [-0.211, 0.687, -0.512], [-1.291, 0.042, 0.363], [0.231, -1.802, 0.580], [2.017, 0.535, -0.436], [1.169, 0.364, 1.071], [-0.156, 1.835, -0.333], [-0.374, 0.644, -1.563], [-1.660, 0.556, 1.156], [1.225, -1.652, -0.136], [-2.049, -1.328, -0.213]], "mulliken_charge": [-0.6430, -0.2549, -0.4551, 0.0456, 0.3366, 0.3297, 0.2165, 0.2969, 0.3425, -0.0945, -0.1202]}



{"formula": "C3H6S3", "method": "ωB97M-V/def2-TZVPD", "de_lowest_kcal_mol": 16.33, "homo_lumo_gap_ev": 8.288, "energy_ha": -1312.4341, "multiplicity": 1, "smiles": "S=C(S)CCS", "elements": ["C", "C", "C", "H", "H", "H", "H", "H", "H", "S", "S", "S"], "positions_angstrom": [[-0.448, 0.544, 1.765], [0.034, 1.130, 0.462], [-0.152, 0.291, -0.772], [0.090, -1.897, 1.699], [-0.341, 1.246, 2.611], [-1.504, 0.379, 1.804], [-0.427, 2.089, 0.221], [1.028, 1.430, 0.458], [-0.026, 0.191, -3.076], [0.685, -0.892, 2.312], [0.112, 1.266, -2.249], [-0.511, -1.326, -0.841]], "mulliken_charge": [-0.9320, -0.6116, 0.3245, 0.1066, 0.3574, 0.3805, 0.4088, 0.4182, 0.1582, -0.1637, -0.1966, -0.2502]}



{"formula": "C3H6S3", "method": "ωB97M-V/def2-TZVPD", "de_lowest_kcal_mol": 101.38, "homo_lumo_gap_ev": 8.064, "energy_ha": -1312.2986, "multiplicity": 1, "elements": ["C", "C", "C", "H", "H", "H", "H", "H", "H", "S", "S", "S"], "positions_angstrom": [[2.761, -0.569, 0.155], [-0.254, -0.459, 0.306], [-1.653, 0.339, 0.621], [2.585, -0.912, -0.937], [2.874, -1.457, 1.059], [3.557, 0.380, 0.497], [-1.866, 0.482, 1.772], [-2.474, -0.320, 0.377], [-0.058, 2.035, -1.062], [1.175, 0.315, 1.043], [-0.003, -1.664, -0.891], [-1.780, 1.594, -0.664]], "mulliken_charge": [-0.7772, -0.0036, -0.4474, 0.3490, 0.2745, 0.2654, 0.3229, 0.2935, 0.1558, 0.0056, -0.2459, -0.1926]}



{"formula": "C3H6S3", "method": "ωB97M-V/def2-TZVPD", "de_lowest_kcal_mol": 106.29, "homo_lumo_gap_ev": 7.548, "energy_ha": -1312.2907, "multiplicity": 1, "elements": ["C", "C", "C", "H", "H", "H", "H", "H", "H", "S", "S", "S"], "positions_angstrom": [[-0.702, -0.081, -0.428], [0.284, -0.840, 0.390], [0.077, 0.689, 0.506], [-2.483, 1.168, -0.228], [-0.581, 0.045, -1.597], [-0.450, -1.213, 1.211], [1.814, -2.616, 1.451], [-0.500, 1.041, 1.278], [2.119, 2.005, 0.655], [-2.468, -0.320, -0.013], [1.581, -1.629, -0.229], [1.019, 2.009, -0.106]], "mulliken_charge": [-0.4307, -0.0843, -0.2414, 0.1567, 0.3675, 0.2971, 0.1185, 0.4733, 0.1140, -0.2332, -0.2871, -0.2504]}



{"formula": "C3H6S3", "method": "ωB97M-V/def2-TZVPD", "de_lowest_kcal_mol": 6.60, "homo_lumo_gap_ev": 9.336, "energy_ha": -1312.4496, "multiplicity": 1, "smiles": "C1SCSCS1", "elements": ["C", "C", "C", "H", "H", "H", "H", "H", "H", "S", "S", "S"], "positions_angstrom": [[0.821, -1.210, -0.689], [0.792, 1.212, 0.709], [-1.630, -0.021, 0.005], [0.510, -0.870, -1.674], [1.441, -2.102, -0.808], [0.479, 0.988, 1.703], [1.324, 2.139, 0.744], [-2.224, 0.089, 0.920], [-2.315, -0.225, -0.835], [2.030, -0.009, -0.011], [-0.610, 1.508, -0.383], [-0.618, -1.499, 0.317]], "mulliken_charge": [-0.6009, -0.6600, -0.6197, 0.3757, 0.3181, 0.3954, 0.3333, 0.3427, 0.3546, -0.0716, -0.0780, -0.0897]}



{"formula": "C3H6Se", "method": "ωB97M-V/def2-TZVPD", "de_lowest_kcal_mol": 3.10, "homo_lumo_gap_ev": 9.443, "energy_ha": -2519.2607, "multiplicity": 1, "smiles": "C=CC[SeH]", "elements": ["C", "C", "C", "Se", "H", "H", "H", "H", "H", "H"], "positions_angstrom": [[-0.441, -0.704, 1.341], [0.441, -0.343, 0.483], [0.343, 0.900, -0.244], [-0.706, 0.604, -1.980], [-0.536, -1.753, 1.718], [-1.323, -0.147, 1.779], [1.101, -1.153, 0.019], [-0.473, 1.582, 0.068], [1.407, 1.217, -0.376], [0.186, -0.203, -2.808]], "mulliken_charge": [-0.6842, 0.2116, -0.8313, -0.0781, 0.2184, 0.1909, 0.2456, 0.3352, 0.3104, 0.0817]}



{"formula": "C3H70INbO30P", "method": "ωB97M-V/def2-TZVPD", "de_lowest_kcal_mol": 0.00, "homo_lumo_gap_ev": 6.708, "charge": -1, "energy_ha": -3109.2937, "multiplicity": 1, "elements": ["C", "C", "C", "I", "Nb", "P", "O", "H", "H", "H", "H", "H", "H", "H", "H", "H", "H", "H", "H", "O", "H", "H", "O", "H", "H", "O", "H", "H", "O", "H", "H", "O", "H", "H", "O", "H", "H", "O", "H", "H", "O", "H", "H", "O", "H", "H", "O", "H", "H", "O", "H", "H", "O", "H", "H", "O", "H", "H", "O", "H", "H", "O", "H", "H", "O", "H", "H", "O", "H", "H", "O", "H", "H", "O", "H", "H", "O", "H", "H", "O", "H", "H", "O", "H", "H", "O", "H", "H", "O", "H", "H", "O", "H", "H", "O", "H", "H", "O", "H", "H", "O", "H", "H", "O", "H", "H"], "positions_angstrom": [[-2.052, -3.147, 0.661], [-0.593, -3.408, 0.982], [-0.125, -2.658, 2.254], [1.298, -3.945, 3.281], [0.724, -0.638, 1.518], [3.046, -0.814, 2.789], [3.929, 0.332, 2.316], [-2.713, -3.744, 1.285], [-2.292, -2.100, 0.798], [-2.256, -3.397, -0.380], [-0.422, -4.477, 1.096], [0.003, -3.076, 0.130], [-0.989, -2.603, 2.911], [0.066, 0.134, 3.026], [1.295, 0.966, 0.895], [1.422, -1.423, -0.028], [-0.864, -0.360, 0.683], [3.793, -1.997, 2.581], [2.917, -0.670, 4.192], [-0.626, 2.341, 3.877], [-1.395, 2.884, 4.084], [0.079, 2.684, 4.440], [-3.553, -1.254, 2.686], [-4.440, -1.392, 2.335], [-3.414, -0.304, 2.597], [5.455, 2.584, 0.423], [5.133, 1.852, 0.974], [5.751, 3.236, 1.071], [0.781, -1.550, -2.551], [1.729, -1.496, -2.389], [0.727, -1.716, -3.502], [5.096, -4.388, 3.133], [4.167, -4.463, 2.879], [5.278, -3.445, 3.066], [-0.499, -7.013, 1.423], [-0.825, -7.726, 1.978], [-0.187, -6.341, 2.043], [-4.421, -0.247, 0.190], [-4.865, -0.707, -0.528], [-3.495, -0.195, -0.095], [-0.239, -4.714, -2.111], [-0.531, -4.919, -1.215], [0.098, -3.806, -2.046], [2.423, 3.234, 1.700], [2.549, 3.572, 0.809], [3.142, 2.599, 1.822], [4.629, 5.314, 1.996], [3.791, 5.535, 1.582], [4.368, 4.743, 2.737], [1.954, -0.691, -5.311], [2.725, -1.232, -5.522], [2.312, 0.200, -5.203], [2.353, -6.485, -2.188], [1.537, -5.975, -2.084], [2.958, -6.096, -1.547], [-2.528, 1.011, -1.482], [-1.957, 1.645, -1.932], [-3.353, 1.495, -1.330], [-2.838, -1.432, 5.526], [-2.970, -2.325, 5.856], [-3.098, -1.478, 4.592], [-1.977, -1.269, -4.362], [-1.371, -1.202, -3.613], [-2.330, -2.162, -4.295], [2.098, -3.027, -7.205], [1.594, -2.273, -6.873], [1.817, -3.765, -6.654], [1.092, 4.244, 5.504], [1.678, 4.849, 5.032], [0.347, 4.771, 5.804], [-4.828, 2.873, -1.379], [-5.024, 3.752, -1.044], [-5.608, 2.629, -1.890], [3.439, 1.889, -6.042], [4.384, 1.970, -5.880], [3.360, 1.734, -6.989], [-6.046, -0.900, 4.018], [-6.850, -0.400, 4.182], [-5.376, -0.541, 4.611], [-3.106, 3.277, 5.181], [-3.578, 4.009, 5.588], [-3.279, 2.509, 5.734], [-5.694, 2.087, -3.926], [-5.516, 2.379, -4.828], [-4.946, 1.520, -3.701], [-1.410, 2.865, -3.781], [-1.869, 2.351, -4.453], [-0.493, 2.884, -4.073], [6.654, 4.433, -1.416], [6.318, 3.719, -0.851], [6.974, 5.102, -0.805], [-6.518, 1.955, -6.967], [-6.665, 1.101, -6.547], [-6.779, 1.837, -7.885], [5.719, 5.082, -4.144], [6.358, 5.114, -3.418], [5.311, 4.220, -4.021], [3.897, 4.007, 4.506], [4.566, 3.958, 5.195], [3.459, 3.146, 4.516], [4.127, -6.191, 0.984], [4.788, -6.147, 1.685], [3.722, -7.060, 1.059], [-7.116, 4.171, -0.198], [-7.927, 4.366, -0.676], [-7.381, 3.621, 0.546]], "mulliken_charge": [-0.9818, 0.7699, -0.4617, -0.0951, -1.0375, 0.5002, -0.6424, 0.3189, 0.1754, 0.3693, -0.4828, -0.1216, 0.1500, 0.2059, 0.2392, 0.0982, 0.4014, -0.2721, -0.0163, -0.4906, 0.2471, 0.3074, -0.6533, 0.2857, 0.2778, -0.7270, 0.3160, 0.3131, -0.5561, 0.2551, 0.2692, -0.6444, 0.2842, 0.3401, -0.5954, 0.2773, 0.2346, -0.5675, 0.2898, 0.2883, -0.7309, 0.3457, 0.4056, -0.5501, 0.2842, 0.2365, -0.5942, 0.2967, 0.3614, -0.6461, 0.3611, 0.2880, -0.6783, 0.3870, 0.3145, -0.5086, 0.2654, 0.2646, -0.6065, 0.2990, 0.3675, -0.6151, 0.3178, 0.2879, -0.6647, 0.3447, 0.3274, -0.6224, 0.3243, 0.2723, -0.6226, 0.2293, 0.3413, -0.6480, 0.3241, 0.3243, -0.5660, 0.2770, 0.3100, -0.6137, 0.2799, 0.3166, -0.6436, 0.3055, 0.3149, -0.6205, 0.3058, 0.3008, -0.6034, 0.4358, 0.2655, -0.6120, 0.3174, 0.2920, -0.6382, 0.3514, 0.2858, -0.6200, 0.2596, 0.3322, -0.6157, 0.3184, 0.3074, -0.6080, 0.3008, 0.3125]}



{"formula": "C3H7AgClNO", "method": "ωB97M-V/def2-TZVPD", "de_lowest_kcal_mol": 0.00, "homo_lumo_gap_ev": 6.648, "energy_ha": -855.6563, "multiplicity": 1, "elements": ["Ag", "Cl", "C", "C", "O", "N", "C", "H", "H", "H", "H", "H", "H", "H"], "positions_angstrom": [[0.311, 2.469, 3.617], [-1.483, 2.282, 1.697], [1.421, 0.828, -1.038], [0.662, -0.476, -0.906], [1.105, -1.507, -1.404], [-0.431, -0.432, -0.139], [-1.287, -1.551, 0.176], [2.180, 0.723, -1.809], [1.971, 1.021, -0.112], [0.818, 1.719, -1.212], [-0.641, 0.466, 0.273], [-0.959, -2.309, 0.896], [-1.514, -2.081, -0.747], [-2.152, -1.152, 0.707]], "mulliken_charge": [0.5885, -0.5663, -1.0020, 0.6600, -0.6518, 0.0265, -0.8408, 0.3118, 0.2262, 0.3308, 0.0682, 0.2799, 0.2656, 0.3035]}